No. 1
DFT (the ωB97M-V functional and the def2-TZVPD basis) results for a molecular structure, C11H14BEuN7S.

Last column: Löwdin spin population.
Positions of all 35 atoms, in Å:
H (1.24457, 3.35912, 1.37810)  0.000
N (0.94129, 1.79723, 0.06824)  -0.010
B (0.31630, 0.44446, -2.04493)  0.000
N (0.66477, 1.73082, -1.30199)  0.000
C (0.87169, 2.93046, -1.87202)  -0.001
Eu (2.40688, 0.64898, 1.97435)  7.037
H (0.78521, 3.07714, -2.94246)  0.000
C (1.14881, 3.85036, -0.85724)  0.000
H (1.36665, 4.89709, -0.96050)  0.000
C (1.10907, 3.10407, 0.33673)  -0.001
H (0.35317, 0.52434, -3.26816)  0.000
C (-1.64310, -2.00825, 3.21401)  0.000
H (-1.53317, -2.75044, 4.02836)  0.000
H (-0.80895, -2.05176, 2.48483)  0.000
H (-2.58584, -1.89716, 2.64542)  0.000
N (-1.14869, 0.03496, -1.63375)  0.000
N (1.26270, -0.69989, -1.52394)  0.000
N (-1.39016, -0.19113, -0.29430)  0.000
N (1.58130, -0.95483, -0.17824)  -0.008
C (-2.25496, -0.21071, -2.36099)  0.000
C (1.97113, -1.52445, -2.32115)  -0.001
H (-2.29749, -0.10459, -3.47069)  0.000
H (1.90502, -1.46846, -3.39624)  0.000
C (-3.29009, -0.58458, -1.46794)  0.000
C (2.67745, -2.42827, -1.51375)  0.000
C (-2.67755, -0.54155, -0.17221)  0.000
C (2.37104, -2.04656, -0.18636)  -0.001
H (-4.30538, -0.87425, -1.68478)  0.000
H (3.31347, -3.21510, -1.85195)  0.000
H (-3.05731, -0.80689, 0.82663)  0.000
H (2.66348, -2.47267, 0.76493)  0.000
H (-1.63659, -1.17785, 3.85177)  0.000
S (1.29575, 0.84912, 4.80267)  -0.013
C (-0.22097, 0.42103, 4.51461)  0.000
N (-1.39952, 0.34021, 4.41292)  -0.003

Output
multiplicity = 8
calculated total energy = -52904.5761 eV
max |F| = 0.107 hartree/bohr
relative energy (zero: lowest compared OMol25 entry of this formula, charge and spin) = 68.4 kJ/mol
expectation value of S² = 15.76
HOMO-LUMO gap (spin up / spin down) = 6.23 / 6.32 eV
total charge = 0
LUMO energy (spin up / spin down) = -0.068 / -0.064 Eh

***

No. 2
DFT (the ωB97M-V functional and the def2-TZVPD basis) results for a molecular structure, C37H28Cl5O4Pt.

Last column: Löwdin charge in e.
Positions of all 75 atoms, in Å:
Pt (-0.88543, -1.73850, 1.39715)  1.081
C (1.89057, 0.41800, -3.71405)  0.018
C (1.26097, 1.25400, -2.58145)  -0.572
C (1.35387, 2.74440, -2.91305)  0.022
O (-0.08803, 0.83350, -2.40605)  -0.026
C (-0.22253, 0.09460, -1.19515)  -0.120
C (1.27957, -0.09400, -0.80445)  -0.157
O (1.90657, 1.04060, -1.35845)  -0.003
C (1.81377, -0.48980, 0.60415)  -0.445
O (1.27137, -1.69980, 0.92355)  -0.278
C (3.32147, -0.79650, 0.42955)  -0.099
C (3.68547, -1.87010, -0.38035)  -0.024
C (4.99657, -2.29910, -0.46365)  -0.086
C (5.98247, -1.67360, 0.27985)  -0.110
C (5.63587, -0.60910, 1.08995)  -0.089
C (4.32277, -0.17330, 1.16255)  -0.013
C (1.61077, 0.57900, 1.66995)  -0.158
C (2.03857, 1.88740, 1.47135)  -0.051
C (1.88587, 2.83510, 2.46965)  -0.103
C (1.29537, 2.49510, 3.67495)  -0.110
C (0.87117, 1.19400, 3.88095)  -0.079
C (1.04227, 0.24090, 2.89235)  -0.047
C (-1.30893, 0.72940, -0.23305)  -0.422
O (-1.17713, 0.27690, 1.04895)  -0.266
C (-1.20923, 2.25080, -0.26575)  -0.136
C (-1.48883, 2.96180, -1.42875)  -0.077
C (-1.43043, 4.34400, -1.43705)  -0.099
C (-1.10593, 5.03780, -0.28265)  -0.105
C (-0.85473, 4.33510, 0.88255)  -0.081
C (-0.91513, 2.95280, 0.89255)  -0.012
C (-2.72573, 0.30520, -0.70245)  -0.111
C (-3.77753, 1.21500, -0.76065)  -0.023
C (-5.06713, 0.80460, -1.04995)  -0.084
C (-5.34963, -0.53260, -1.26075)  -0.105
C (-4.32343, -1.45450, -1.16795)  -0.112
C (-3.03163, -1.04090, -0.88555)  -0.076
H (1.36247, 0.61780, -4.64135)  0.085
H (1.80997, -0.64270, -3.49005)  0.081
H (2.94047, 0.67780, -3.81385)  0.086
H (0.73587, 2.97380, -3.77515)  0.091
H (2.39107, 2.99080, -3.12125)  0.086
H (1.01477, 3.32340, -2.05905)  0.075
H (-0.59963, -0.90610, -1.44945)  0.136
H (1.56907, -0.96610, -1.41635)  0.129
H (2.92657, -2.41500, -0.92115)  0.113
H (5.24867, -3.14320, -1.09155)  0.097
H (7.00137, -2.03730, 0.25465)  0.093
H (6.39197, -0.12410, 1.69195)  0.096
H (4.08577, 0.64900, 1.81955)  0.105
H (2.48577, 2.16190, 0.52835)  0.120
H (2.22547, 3.84850, 2.30075)  0.101
H (1.16547, 3.23990, 4.44845)  0.094
H (0.40867, 0.91690, 4.81755)  0.099
H (0.72797, -0.78740, 3.06825)  0.088
H (-1.75693, 2.43120, -2.32895)  0.125
H (-1.65333, 4.88060, -2.35135)  0.100
H (-1.06833, 6.11970, -0.29345)  0.091
H (-0.62273, 4.86780, 1.79375)  0.097
H (-0.75063, 2.39950, 1.80165)  0.102
H (-3.60403, 2.25840, -0.55125)  0.109
H (-5.86003, 1.53860, -1.08425)  0.096
H (-6.36263, -0.85140, -1.46715)  0.095
H (-4.53573, -2.50570, -1.30275)  0.101
H (-2.25683, -1.79810, -0.78735)  0.087
Cl (-4.12933, -2.37950, 2.06995)  0.695
C (-3.17733, -3.75320, 1.62185)  -0.719
C (-1.79163, -3.57660, 1.54065)  -0.374
C (-1.05203, -4.73190, 1.24865)  -0.721
Cl (0.66637, -4.56540, 1.16335)  0.691
C (-1.64213, -5.96790, 1.01765)  -0.722
Cl (-0.67473, -7.34530, 0.67165)  0.659
C (-3.02903, -6.08380, 1.06205)  -0.722
Cl (-3.77693, -7.59900, 0.75125)  0.655
C (-3.80223, -4.96740, 1.37155)  -0.723
Cl (-5.51533, -5.10670, 1.42315)  0.660

Output
multiplicity = 1
calculated total energy = -112872.2326 eV
max |F| = 0.056 hartree/bohr
HOMO-LUMO gap = 6.81 eV
total charge = -1
LUMO energy = 0.056 Eh

***

No. 3
DFT (the ωB97M-V functional and the def2-TZVPD basis) results for 3 unconnected molecules or ions with the total composition C10H13O3S2.

Last column: natural (NBO) charge in e.
Positions of all 28 atoms, in Å:
C (-3.81985, 0.24759, 0.01692)  -0.198
C (-4.61194, 1.15608, 0.47078)  -0.253
C (5.81060, -0.28281, 0.07908)  -0.076
C (6.83744, 0.45860, -0.28544)  -0.420
C (-2.91885, 0.34336, -1.19072)  -0.425
C (-2.31458, -0.82813, -1.87937)  0.717
C (-5.56315, 0.82522, 1.53698)  -0.621
C (4.44264, 0.24787, -0.15764)  -0.656
C (-1.81082, 0.46826, 1.60526)  -0.760
C (-0.90282, 0.67442, 0.73552)  0.734
O (-1.40828, -0.57015, -2.83346)  -0.702
O (-2.51382, -1.95059, -1.50225)  -0.659
O (0.03631, 0.70324, 0.01707)  -0.491
S (-2.96520, 1.80649, -1.99109)  -0.334
S (8.45838, -0.07778, -0.47917)  0.020
H (-3.91306, -0.83985, 0.39758)  0.195
H (-4.60643, 2.13592, 0.18612)  0.204
H (5.95254, -1.25461, 0.36004)  0.202
H (6.80174, 1.57061, -0.42923)  0.208
H (-5.85524, -0.21242, 1.43073)  0.198
H (-6.48536, 1.38461, 1.34977)  0.194
H (-5.14132, 1.00339, 2.43409)  0.189
H (3.85462, 0.27893, 0.77172)  0.240
H (4.49306, 1.36563, -0.64776)  0.231
H (4.03814, -0.64811, -0.75374)  0.250
H (-2.18135, -0.54405, 1.82083)  0.271
H (-2.29131, 1.20387, 2.09189)  0.246
H (-1.31295, 0.39124, -2.73350)  0.496

Output
multiplicity = 1
calculated total energy = -38390.2062 eV
max |F| = 0.115 hartree/bohr
relative energy (zero: lowest compared OMol25 entry of this formula, charge and spin) = 265.2 kJ/mol
HOMO-LUMO gap (spin up / spin down) = 6.50 / 2.26 eV
total charge = -1
LUMO energy (spin up / spin down) = 0.092 / -0.007 Eh

***

No. 4
DFT (the ωB97M-V functional and the def2-TZVPD basis) results for 8 unconnected molecules or ions with the total composition C28H49NO12.

Last column: Löwdin charge in e.
Positions of all 90 atoms, in Å:
C (-3.45548, 0.17725, -1.94887)  0.005
C (-2.01766, -0.38641, -2.33578)  -0.352
O (-1.55763, -0.30553, -3.51094)  0.050
N (-1.09241, -1.01818, -1.32973)  -0.053
C (-0.86863, -2.41533, -1.81880)  -0.087
C (0.12865, -0.20062, -1.34366)  -0.027
C (0.17586, 1.02316, -0.63869)  -0.097
O (-0.84650, 1.61706, 0.13748)  0.049
C (1.60025, 1.66705, -0.90515)  -0.284
O (1.87277, 2.81637, -0.53264)  0.109
O (2.36323, 0.69331, -1.59413)  0.092
C (1.52829, -0.36842, -2.08067)  -0.252
O (1.93684, -1.15725, -2.93947)  0.115
H (-3.90161, 0.59789, -2.92185)  0.099
H (-4.16457, -0.59605, -1.51250)  0.094
H (-3.30019, 1.07938, -1.26520)  0.081
H (-0.20952, -2.49713, -2.73987)  0.084
H (-0.50012, -3.13667, -0.98402)  0.088
H (-1.89726, -2.83771, -2.12808)  0.106
H (-0.41673, 1.82986, 0.99984)  0.131
C (-0.00736, -3.78482, 3.18189)  -0.019
C (0.94257, -3.59651, 2.02923)  -0.478
O (0.57789, -3.73914, 0.87378)  0.041
C (2.36044, -3.22555, 2.35116)  -0.019
H (-0.99483, -4.05020, 2.79762)  0.080
H (0.34613, -4.59200, 3.82666)  0.086
H (-0.09041, -2.85624, 3.75028)  0.087
H (2.82301, -4.00776, 2.95695)  0.091
H (2.38467, -2.27153, 2.88216)  0.081
H (2.92067, -3.12473, 1.42175)  0.052
C (2.89988, 4.29857, 2.39492)  -0.028
C (1.94497, 4.41291, 3.55268)  -0.506
O (1.54693, 3.42683, 4.14405)  0.055
C (1.50085, 5.79582, 3.95085)  -0.028
H (3.13263, 3.24637, 2.22045)  0.080
H (2.44112, 4.70928, 1.49318)  0.080
H (3.82693, 4.82893, 2.62356)  0.086
H (0.98061, 6.27335, 3.11783)  0.085
H (2.36552, 6.39268, 4.24853)  0.084
H (0.81532, 5.72584, 4.79793)  0.082
C (-5.79315, 3.10896, 1.18535)  -0.029
C (-5.68911, 3.56758, -0.24603)  -0.495
O (-5.73744, 2.77408, -1.16828)  0.050
C (-5.52304, 5.04343, -0.49149)  -0.043
H (-5.90923, 2.02320, 1.21046)  0.080
H (-4.88419, 3.37639, 1.72837)  0.083
H (-6.66475, 3.56520, 1.65934)  0.083
H (-4.60287, 5.39685, -0.02384)  0.085
H (-6.38348, 5.58506, -0.09164)  0.091
H (-5.46272, 5.22531, -1.56113)  0.061
C (-3.03112, 7.81377, -3.66472)  -0.019
C (-3.98228, 7.90890, -2.50179)  -0.471
O (-4.37253, 6.91261, -1.92077)  0.033
C (-4.43232, 9.28396, -2.08504)  -0.020
H (-2.79322, 6.76485, -3.85271)  0.087
H (-3.49513, 8.23337, -4.55981)  0.087
H (-2.10635, 8.34647, -3.43317)  0.087
H (-4.95851, 9.76878, -2.91003)  0.087
H (-3.56976, 9.88192, -1.78346)  0.086
H (-5.11406, 9.19983, -1.23623)  0.084
C (4.73380, -5.64894, -1.67560)  -0.025
C (4.04109, -4.42029, -1.14730)  -0.483
O (4.35516, -3.92451, -0.08203)  0.048
C (2.94178, -3.82524, -1.98593)  -0.017
H (5.50156, -5.96514, -0.96613)  0.081
H (4.01221, -6.45986, -1.79506)  0.084
H (5.21167, -5.42409, -2.63143)  0.084
H (2.14029, -4.55529, -2.12099)  0.087
H (3.33995, -3.51630, -2.95471)  0.090
H (2.53428, -2.95016, -1.48062)  0.061
C (-0.09197, -5.74411, -5.38409)  -0.020
C (-0.61817, -5.85080, -3.97739)  -0.486
O (-0.58811, -4.90135, -3.21837)  0.054
C (-1.18304, -7.17871, -3.54707)  -0.022
H (0.28299, -4.73275, -5.55432)  0.086
H (0.72815, -6.45066, -5.52890)  0.085
H (-0.89421, -5.94476, -6.09736)  0.086
H (-0.41141, -7.94900, -3.61022)  0.085
H (-2.03372, -7.44320, -4.17872)  0.085
H (-1.52383, -7.10853, -2.51206)  0.084
C (4.73832, -1.24780, 5.46960)  -0.022
C (3.79263, -2.37848, 5.77585)  -0.507
O (2.60392, -2.29028, 5.53539)  0.047
C (4.37604, -3.62278, 6.39123)  -0.025
H (4.18031, -0.41830, 5.03035)  0.084
H (5.21402, -0.90144, 6.38957)  0.085
H (5.49441, -1.57891, 4.75439)  0.087
H (4.83566, -3.38196, 7.35215)  0.085
H (5.11611, -4.05911, 5.71695)  0.086
H (3.58019, -4.35189, 6.55674)  0.083

Output
multiplicity = 1
calculated total energy = -55887.6736 eV
max |F| = 0.093 hartree/bohr
HOMO-LUMO gap = 8.32 eV
total charge = 0
LUMO energy = -0.017 Eh